Record 1
This record from OMol25 describes a molecular structure, C72H198As2F21N20O36 at a distorted geometry. The level of theory is ωB97M-V with the def2-TZVPD basis set.

- net charge = +5
- energy (eV) = -360057.341

CARTESIAN COORDINATES (ANGSTROEM)
C1 -3.47 -0.83 -7.14
C2 -3.40 0.63 -6.51
C3 -3.81 1.63 -7.54
O1 -4.17 2.88 -7.00
C4 -3.19 3.81 -7.07
N1 -4.23 0.69 -5.24
H1 -4.04 -0.08 -4.61
H2 -4.19 1.55 -4.73
H3 -5.18 0.45 -5.49
H4 -3.26 -1.58 -6.37
H5 -2.82 -0.94 -8.00
H6 -4.43 -0.98 -7.63
H7 -2.42 0.86 -6.08
H8 -4.75 1.19 -7.89
H9 -3.16 1.77 -8.40
H10 -2.43 3.58 -6.31
H11 -3.64 4.80 -7.04
H12 -2.59 3.78 -7.98
C5 3.14 -1.72 8.86
C6 2.46 -1.15 7.49
C7 1.41 -2.21 6.92
O2 1.01 -2.03 5.57
C8 1.98 -2.39 4.62
N2 1.72 0.20 7.81
H13 1.16 0.47 7.02
H14 1.03 0.16 8.55
H15 2.54 0.79 7.90
H16 3.86 -2.55 8.86
H17 2.39 -2.12 9.53
H18 3.50 -0.97 9.56
H19 3.20 -0.91 6.72
H20 0.49 -2.17 7.50
H21 1.68 -3.26 7.04
H22 2.98 -1.97 4.70
H23 1.58 -2.07 3.66
H24 2.06 -3.47 4.50
C9 0.59 5.77 3.66
C10 -0.89 5.84 4.11
C11 -1.47 7.28 4.06
O3 -2.89 7.17 4.23
C12 -3.45 8.45 4.32
N3 -1.64 4.94 3.11
H25 -0.95 4.70 2.41
H26 -1.94 4.16 3.67
H27 -2.40 5.32 2.56
H28 1.08 4.79 3.68
H29 1.18 6.16 4.50
H30 0.83 6.32 2.75
H31 -1.03 5.39 5.10
H32 -1.29 7.71 3.08
H33 -0.93 7.99 4.69
H34 -4.47 8.17 4.58
H35 -3.20 8.96 3.39
H36 -3.06 9.00 5.18
C13 3.84 4.83 -3.60
C14 3.24 6.21 -3.33
C15 3.97 7.42 -4.07
O4 3.17 8.58 -4.04
C16 2.95 9.21 -2.73
N4 1.75 6.15 -3.67
H37 1.36 7.07 -3.75
H38 1.72 5.56 -4.50
H39 1.20 5.63 -3.00
H40 3.23 3.94 -3.47
H41 4.85 4.66 -3.21
H42 3.75 4.80 -4.68
H43 3.11 6.45 -2.28
H44 4.10 7.25 -5.14
H45 4.88 7.72 -3.56
H46 2.37 8.59 -2.04
H47 2.43 10.11 -3.04
H48 3.93 9.41 -2.29
C17 -9.02 0.83 -2.02
C18 -8.63 -0.21 -0.95
C19 -9.81 -0.69 -0.07
O5 -9.55 -1.98 0.60
C20 -10.81 -2.65 0.92
N5 -8.07 -1.39 -1.68
H49 -8.68 -1.45 -2.48
H50 -7.11 -1.18 -1.94
H51 -8.08 -2.22 -1.10
H52 -9.72 0.40 -2.75
H53 -8.12 1.23 -2.48
H54 -9.48 1.77 -1.72
H55 -7.85 0.19 -0.30
H56 -10.68 -0.71 -0.72
H57 -9.83 0.02 0.76
H58 -10.67 -3.41 1.69
H59 -11.16 -3.12 0.00
H60 -11.62 -1.96 1.17
C21 -1.71 -1.44 3.76
C22 -2.91 -1.30 4.82
C23 -2.86 -2.46 5.85
O6 -4.01 -2.30 6.56
C24 -4.05 -2.98 7.87
N6 -2.63 0.01 5.54
H61 -2.86 0.80 4.95
H62 -3.02 0.16 6.46
H63 -1.62 0.05 5.63
H64 -2.09 -1.96 2.88
H65 -0.91 -2.13 4.02
H66 -1.22 -0.49 3.51
H67 -3.88 -1.25 4.33
H68 -1.99 -2.42 6.51
H69 -2.92 -3.42 5.33
H70 -3.19 -2.81 8.52
H71 -4.28 -4.05 7.79
H72 -4.91 -2.69 8.46
C25 8.46 4.47 2.20
C26 7.77 4.96 0.92
C27 6.42 5.63 1.09
O7 5.39 4.69 1.48
C28 4.05 5.22 1.42
N7 8.72 5.94 0.26
H73 8.39 6.05 -0.69
H74 8.78 6.79 0.79
H75 9.64 5.52 0.27
H76 7.93 3.56 2.49
H77 8.35 5.17 3.04
H78 9.53 4.34 2.05
H79 7.84 4.15 0.19
H80 6.21 6.26 0.23
H81 6.51 6.35 1.91
H82 3.79 6.12 0.85
H83 3.65 5.44 2.41
H84 3.27 4.66 0.91
C29 5.30 1.80 2.83
C30 6.02 1.00 3.90
C31 7.36 1.60 4.43
O8 8.10 0.85 5.44
C32 9.17 1.53 6.05
N8 4.97 0.60 5.02
H85 4.87 1.31 5.73
H86 4.05 0.43 4.63
H87 5.28 -0.26 5.44
H88 5.74 2.17 1.91
H89 4.82 2.66 3.30
H90 4.39 1.37 2.41
H91 6.29 0.03 3.49
H92 7.28 2.59 4.89
H93 7.99 1.83 3.58
H94 9.72 0.92 6.76
H95 8.65 2.32 6.59
H96 9.73 2.08 5.29
C33 -2.96 5.16 -2.79
C34 -3.34 6.38 -3.76
C35 -4.59 6.10 -4.61
O9 -4.60 7.02 -5.65
C36 -5.55 6.82 -6.72
N9 -3.57 7.62 -2.88
H97 -3.77 7.24 -1.97
H98 -2.65 7.99 -2.74
H99 -4.36 8.19 -3.14
H100 -2.06 5.45 -2.24
H101 -2.55 4.25 -3.23
H102 -3.71 4.91 -2.05
H103 -2.55 6.73 -4.43
H104 -5.46 6.17 -3.96
H105 -4.58 5.10 -5.04
H106 -5.84 7.79 -7.12
H107 -6.43 6.31 -6.32
H108 -5.34 6.32 -7.66
C37 -0.21 -2.39 -9.32
C38 0.84 -2.59 -8.20
C39 0.42 -2.01 -6.75
O10 -0.68 -2.81 -6.35
C40 -1.15 -2.73 -5.02
N10 1.26 -4.07 -8.06
H109 0.50 -4.71 -7.92
H110 1.63 -4.48 -8.91
H111 1.99 -4.22 -7.38
H112 0.13 -2.96 -10.19
H113 -0.45 -1.34 -9.45
H114 -1.18 -2.76 -9.01
H115 1.77 -2.12 -8.50
H116 0.20 -0.95 -6.89
H117 1.15 -2.19 -5.95
H118 -0.44 -3.14 -4.30
H119 -2.13 -3.20 -4.90
H120 -1.44 -1.70 -4.85
C41 2.84 -8.57 6.46
C42 2.84 -8.77 4.93
C43 3.63 -7.73 4.14
O11 3.59 -8.07 2.72
C44 4.51 -7.25 1.93
N11 3.55 -10.06 4.60
H121 4.51 -9.99 4.91
H122 3.17 -10.90 5.01
H123 3.56 -10.20 3.60
H124 2.26 -9.30 7.02
H125 2.38 -7.59 6.63
H126 3.86 -8.46 6.82
H127 1.83 -8.77 4.51
H128 4.67 -7.61 4.43
H129 3.08 -6.80 4.29
H130 4.45 -6.17 2.06
H131 4.37 -7.38 0.85
H132 5.58 -7.43 2.03
C45 -2.53 1.78 -0.20
C46 -1.27 1.26 0.47
C47 -1.16 -0.33 0.23
O12 0.05 -0.74 0.90
C48 0.52 -2.07 0.56
N12 0.07 1.84 -0.08
H133 0.31 2.81 0.08
H134 0.71 1.24 0.43
H135 0.04 1.63 -1.07
H136 -2.59 1.62 -1.28
H137 -2.62 2.85 0.00
H138 -3.38 1.36 0.32
H139 -1.33 1.43 1.55
H140 -1.13 -0.46 -0.85
H141 -1.96 -1.00 0.56
H142 -0.23 -2.83 0.75
H143 1.32 -2.37 1.23
H144 1.00 -2.05 -0.42
C49 6.13 1.35 -1.11
C50 6.88 0.54 -2.16
C51 6.12 0.34 -3.46
O13 6.00 1.62 -4.10
C52 5.16 1.57 -5.22
N13 8.14 1.32 -2.50
H145 8.71 1.57 -1.70
H146 8.60 0.66 -3.12
H147 7.96 2.21 -2.95
H148 5.74 2.26 -1.57
H149 6.66 1.67 -0.22
H150 5.34 0.75 -0.66
H151 7.25 -0.43 -1.82
H152 5.12 0.02 -3.19
H153 6.60 -0.42 -4.08
H154 5.53 0.77 -5.87
H155 5.16 2.50 -5.79
H156 4.16 1.27 -4.91
C53 3.90 -3.15 -3.38
C54 3.46 -4.64 -3.36
C55 2.03 -4.81 -3.77
O14 1.71 -6.15 -4.22
C56 0.59 -6.19 -5.07
N14 4.39 -5.54 -4.16
H157 5.37 -5.55 -3.94
H158 4.06 -6.49 -4.19
H159 4.18 -5.30 -5.12
H160 3.70 -2.75 -4.37
H161 4.98 -3.05 -3.29
H162 3.36 -2.61 -2.60
H163 3.55 -5.12 -2.38
H164 1.95 -4.22 -4.68
H165 1.25 -4.42 -3.11
H166 0.27 -7.24 -5.00
H167 0.77 -5.77 -6.05
H168 -0.34 -5.87 -4.59
C57 -7.85 5.58 0.44
C58 -7.22 4.34 1.04
C59 -8.09 3.11 0.83
O15 -7.53 1.82 1.16
C60 -7.42 1.52 2.55
N15 -5.78 4.14 0.52
H169 -5.31 3.37 0.97
H170 -5.79 3.87 -0.45
H171 -5.32 5.04 0.63
H172 -7.13 6.41 0.44
H173 -8.82 5.85 0.84
H174 -8.02 5.42 -0.63
H175 -7.07 4.47 2.11
H176 -8.42 3.11 -0.21
H177 -9.00 3.26 1.41
H178 -6.70 0.74 2.77
H179 -8.38 1.10 2.87
H180 -7.14 2.38 3.16
N16 0.95 1.34 4.35
O16 2.11 0.93 4.55
O17 0.02 1.09 5.13
O18 0.69 2.03 3.42
N17 -3.85 2.58 3.57
O19 -3.22 2.79 4.58
O20 -3.51 1.58 2.91
O21 -4.61 3.38 3.16
N18 0.47 5.21 -0.15
O22 1.41 4.84 -0.82
O23 0.12 6.36 -0.41
O24 0.00 4.64 0.80
N19 -3.72 7.15 0.79
O25 -3.59 8.33 0.69
O26 -3.56 6.47 -0.16
O27 -4.23 6.59 1.75
N20 -5.75 3.12 -2.66
O28 -5.57 2.86 -3.80
O29 -5.27 2.39 -1.80
O30 -6.56 3.96 -2.31
As1 4.52 -3.04 0.75
F1 3.74 -4.33 -0.20
F2 5.63 -2.68 -0.57
F3 5.33 -1.80 1.70
F4 3.30 -3.35 2.05
F5 5.70 -4.18 1.48
F6 3.46 -1.73 0.08
As2 0.19 2.31 -4.57
F7 1.81 3.02 -4.93
F8 0.76 0.68 -5.05
F9 -1.49 1.70 -4.09
F10 -0.38 3.85 -4.14
F11 -0.36 2.57 -6.27
F12 0.60 2.06 -2.78
C61 -1.48 -6.11 6.84
O31 -1.20 -6.52 5.46
O32 -2.79 -6.58 7.16
C62 -0.34 -6.72 7.85
F13 -0.69 -6.74 9.17
F14 -0.01 -7.90 7.49
F15 0.78 -5.91 7.71
C63 -0.11 -5.87 4.75
C64 -0.49 -5.70 3.24
H181 -0.43 -6.62 2.66
H182 -1.48 -5.24 3.17
H183 0.20 -5.09 2.66
H184 0.73 -6.56 4.85
H185 0.21 -4.89 5.09
H186 -1.50 -5.06 7.10
C65 3.00 -8.63 -1.83
O33 2.74 -9.91 -2.38
O34 3.96 -8.12 -2.68
C66 1.68 -7.72 -1.56
F16 0.63 -7.78 -2.37
F17 1.24 -8.17 -0.34
F18 1.94 -6.41 -1.37
C67 2.18 -10.92 -1.46
C68 2.33 -12.31 -2.07
H187 2.29 -13.08 -1.30
H188 1.63 -12.51 -2.88
H189 3.34 -12.58 -2.39
H190 1.12 -10.67 -1.44
H191 2.61 -10.96 -0.46
H192 3.58 -8.90 -0.95
C69 -3.55 -2.48 -2.12
O35 -3.48 -3.90 -2.47
O36 -3.62 -1.84 -3.41
C70 -4.64 -2.40 -0.91
F19 -4.30 -2.68 0.31
F20 -5.16 -1.14 -0.70
F21 -5.79 -3.18 -1.14
C71 -2.49 -4.69 -1.76
C72 -2.65 -6.11 -2.39
H193 -3.64 -6.51 -2.16
H194 -2.65 -6.06 -3.48
H195 -1.97 -6.93 -2.17
H196 -2.46 -4.71 -0.67
H197 -1.49 -4.49 -2.15
H198 -2.56 -2.29 -1.69


Record 2
This record from OMol25 describes a molecular structure, C6H16N2O12S2Zn at a distorted geometry. The level of theory is ωB97M-V with the def2-TZVPD basis set.

- net charge = -2
- energy (eV) = -104124.840
- relative energy (zero: lowest compared OMol25 entry of this formula, charge and spin) (kcal per mole) = 9.2

CARTESIAN COORDINATES (ANGSTROEM)
Zn1 -1.04 0.59 -0.32
S1 -3.23 2.05 -0.12
O1 -4.43 1.49 0.52
O2 -3.48 3.41 -0.66
O3 -2.08 2.06 0.80
O4 -2.69 1.11 -1.18
S2 1.02 -1.23 -2.27
O5 2.27 -0.96 -1.59
O6 1.09 -0.62 -3.61
O7 0.69 -2.67 -2.27
O8 -0.10 -0.57 -1.51
C1 1.64 -1.03 2.77
C2 1.42 -0.41 1.38
O9 0.31 0.48 1.30
O10 2.53 -2.14 2.74
H1 0.64 -1.39 3.03
H2 1.98 -0.32 3.53
H3 1.35 -1.19 0.62
H4 2.31 0.14 1.05
H5 0.60 1.22 1.85
H6 3.34 -1.80 2.34
O11 0.18 2.12 -1.27
C3 1.27 2.60 -1.46
N1 2.33 1.85 -1.81
C4 1.48 4.12 -1.42
H7 2.22 0.83 -1.92
H8 3.16 2.31 -2.13
H9 1.21 4.50 -0.44
H10 0.90 4.56 -2.23
H11 2.51 4.40 -1.66
O12 -1.98 -1.03 0.70
C5 -2.09 -2.24 0.50
N2 -1.84 -2.83 -0.66
C6 -2.53 -3.12 1.67
H12 -1.90 -3.83 -0.73
H13 -1.21 -2.39 -1.35
H14 -2.19 -4.14 1.44
H15 -3.61 -3.15 1.78
H16 -2.06 -2.78 2.58


Q: Which of these has the lowest energy?
A: C72H198As2F21N20O36